Formula: C4H7BrNO2
Source: OMol25
Level of theory: the ωB97M-V functional and the def2-TZVPD basis

Relative energy (zero: lowest compared OMol25 entry of this formula, charge and spin) in kcal per mole: 54.00
HOMO energy in Ha: -0.16209

```
! RIJCOSX wB97M-V def2-TZVPD def2/J DEFGRID3
* xyz -1 1
C 2.293 0.128 -0.894
C -0.659 -0.909 -0.704
C -0.561 0.385 1.570
C -0.101 0.016 0.212
N 1.068 0.845 -0.281
O 2.082 -0.234 -2.007
O 3.173 0.128 -0.086
Br -4.029 -0.018 -1.082
H -1.532 -0.456 -1.057
H -1.076 -1.934 -0.207
H -0.054 -1.061 -1.546
H -1.489 0.860 1.612
H 0.298 1.049 1.935
H -0.759 -0.485 2.221
H 1.346 1.685 0.314
*
```

---

Formula: C17H40N6O7P
Source: OMol25
Level of theory: the ωB97M-V functional and the def2-TZVPD basis

HOMO energy in Ha: -0.14034

```
! RIJCOSX wB97M-V def2-TZVPD def2/J DEFGRID3
* xyz -1 1
N 0.167 -1.452 -0.877
C 1.126 -0.549 -1.536
P 2.847 -0.501 -0.905
C 2.593 -0.221 0.942
O 3.520 -0.668 1.646
O 1.572 0.411 1.264
H 0.183 -2.347 -1.350
H 0.454 -1.598 0.085
H 0.734 0.472 -1.532
H 1.218 -0.860 -2.581
H 3.116 -1.880 -0.883
C -4.177 0.860 -2.757
O -3.550 0.812 -3.802
N -3.679 1.144 -1.547
C -4.534 1.206 -0.377
C -2.250 1.405 -1.393
H -5.268 0.669 -2.726
H -4.495 2.190 0.083
H -4.225 0.471 0.370
H -5.560 0.997 -0.676
H -1.955 2.256 -2.010
H -1.666 0.535 -1.692
H -2.053 1.631 -0.348
C -3.038 2.207 3.135
O -3.011 2.538 1.965
N -2.297 1.238 3.699
C -2.443 0.906 5.097
C -1.310 0.499 2.914
H -3.715 2.697 3.860
H -1.505 1.057 5.635
H -2.743 -0.137 5.221
H -3.207 1.541 5.544
H -0.548 1.156 2.496
H -1.789 -0.020 2.083
H -0.822 -0.227 3.558
C 2.930 -3.955 -3.724
O 2.639 -2.919 -3.168
N 3.740 -4.886 -3.172
C 4.082 -6.115 -3.843
C 4.277 -4.606 -1.847
H 2.566 -4.228 -4.731
H 3.756 -6.985 -3.267
H 5.161 -6.194 -4.000
H 3.590 -6.141 -4.815
H 3.471 -4.471 -1.125
H 4.863 -3.687 -1.854
H 4.906 -5.439 -1.542
C 8.650 -1.388 1.407
O 8.295 -1.230 0.256
N 7.889 -1.198 2.500
C 8.422 -1.418 3.823
C 6.496 -0.765 2.380
H 9.676 -1.715 1.663
H 7.859 -2.192 4.350
H 8.380 -0.504 4.421
H 9.462 -1.735 3.751
H 5.895 -1.459 1.796
H 6.440 0.201 1.881
H 6.067 -0.681 3.374
C -7.382 4.386 0.052
O -6.786 3.503 0.631
N -7.295 4.599 -1.279
C -8.008 5.664 -1.942
C -6.438 3.714 -2.054
H -8.044 5.106 0.566
H -8.691 5.272 -2.699
H -7.318 6.357 -2.430
H -8.590 6.218 -1.207
H -6.773 2.680 -1.966
H -5.408 3.757 -1.697
H -6.471 4.016 -3.098
*
```

---

Formula: H10NO3
Source: OMol25
Level of theory: the ωB97M-V functional and the def2-TZVPD basis

Relative energy (zero: lowest compared OMol25 entry of this formula, charge and spin) in kcal per mole: 5.75
HOMO energy (alpha / beta) in Ha: -0.11047 / -0.42579

```
! RIJCOSX wB97M-V def2-TZVPD def2/J DEFGRID3
* xyz 0 2
N -0.571 -0.730 0.462
H -0.881 0.041 -0.173
H -1.439 -1.310 0.530
H 0.122 -1.275 -0.081
H -0.254 -0.445 1.401
H 0.454 -4.009 -1.147
H -0.322 -2.897 -1.846
O 0.233 -3.070 -1.072
H 0.260 2.164 2.051
H -0.676 1.526 3.205
O -0.172 1.374 2.402
H 1.100 2.479 -2.550
H 0.131 3.188 -1.569
O 0.616 2.370 -1.726
*
```

---

Formula: C5H3BrN2O2
Source: OMol25
Level of theory: the ωB97M-V functional and the def2-TZVPD basis

Relative energy (zero: lowest compared OMol25 entry of this formula, charge and spin) in kcal per mole: 0.00
SMILES: N#COC1=C(C(=O)Br)CN1
HOMO energy in Ha: -0.34813

```
! RIJCOSX wB97M-V def2-TZVPD def2/J DEFGRID3
* xyz 0 1
C -0.626 -0.322 0.653
C -2.020 -0.083 1.063
C 1.201 2.106 -1.692
C 0.218 0.337 -0.258
C 0.383 -1.537 0.667
N 2.091 2.667 -2.191
N 1.219 -0.617 -0.110
O 0.271 1.485 -0.998
O -2.742 -0.688 1.742
Br -2.793 1.543 0.140
H 0.814 -1.917 1.627
H -0.032 -2.183 0.052
H 2.015 -0.790 -0.696
*
```

---

no.,energy (hartree)
1,-2935.90027
2,-1868.38090
3,-286.34880
4,-3026.20991